Entry 1:
Molecular formula: C3H7NO
Method: DFT, ωB97M-V/def2-TZVPD

Summary:
HOMO-LUMO gap (alpha / beta), eV: 5.479 / 1.764
Net charge: +1
2S+1: 2
E, eV: -6750.6817
⟨S²⟩: 0.75

Last column: natural (NBO) charge in e.
Positions of all 12 atoms, in Å:
1 C -0.89541 2.22302 1.35736  0.020
2 C 0.05946 3.19410 1.71801  0.024
3 H -1.93534 2.41174 1.11140  0.241
4 H -0.66577 1.15133 1.29369  0.231
5 H -0.23317 4.24153 1.77047  0.238
6 H 1.09101 2.95467 1.95565  0.241
7 C 0.35525 -3.24228 -1.91534  0.526
8 N 0.54858 -2.18997 -1.05530  -0.846
9 O -0.45596 -4.10964 -1.73906  -0.558
10 H 1.00484 -3.18101 -2.81332  0.112
11 H -0.19417 -1.88167 -0.45502  0.386
12 H 1.32066 -1.57182 -1.22854  0.384

---

Entry 2:
Molecular formula: C2H9NS
Method: DFT, ωB97M-V/def2-TZVPD

Summary:
Structure (SMILES): CSC.N
HOMO-LUMO gap, eV: 9.430
2S+1: 1
E, eV: -14544.4889

Last column: natural (NBO) charge in e.
Positions of all 13 atoms, in Å:
1 N 1.05549 -2.01271 1.58554  -1.063
2 H 1.00743 -1.18482 0.97736  0.359
3 H 1.22044 -2.74766 0.89395  0.346
4 H 2.01650 -1.90294 1.92517  0.342
5 C 0.08037 1.51168 0.82174  -0.710
6 S 0.19412 0.45303 -0.73355  0.068
7 C -1.49032 -0.14236 -1.25980  -0.712
8 H -0.70111 1.01208 1.40260  0.221
9 H -0.36486 2.39700 0.37445  0.216
10 H 1.01318 1.73063 1.32433  0.239
11 H -1.52453 -0.04238 -2.33352  0.241
12 H -1.52977 -1.06965 -0.70419  0.235
13 H -2.16792 0.59203 -0.80133  0.217

---

Entry 3:
Molecular formula: C3H4N2O3
Method: DFT, ωB97M-V/def2-TZVPD

Summary:
Structure (SMILES): O/N=c1\[nH]c(O)co1
HOMO-LUMO gap, eV: 8.151
2S+1: 1
E, eV: -12294.0876

Last column: natural (NBO) charge in e.
Positions of all 12 atoms, in Å:
1 C 0.30159 0.36718 0.62768  0.601
2 C -0.61574 -0.94577 -0.90992  0.373
3 C -0.70168 -1.50916 0.34239  -0.035
4 H 1.95589 2.74145 0.97399  0.471
5 H 0.32577 1.17319 -1.35972  0.471
6 H -1.88045 -2.04202 -2.08478  0.500
7 H -1.41176 -2.28110 0.93124  0.234
8 N 1.09651 1.15381 1.37135  -0.253
9 N -0.11803 0.43737 -0.65499  -0.635
10 O 1.45030 2.20064 0.46055  -0.623
11 O -1.09803 -1.33964 -2.23295  -0.678
12 O -0.32026 -0.63640 1.29289  -0.427

---

Entry 4:
Molecular formula: C22H25F6INO4PS4SbScSeSi
Method: DFT, ωB97M-V/def2-TZVPD

Summary:
HOMO-LUMO gap (alpha / beta), eV: 5.651 / 6.630
Net charge: -1
2S+1: 2
E, eV: -210411.2029
⟨S²⟩: 0.77

Last column: natural (NBO) charge in e.
Positions of all 68 atoms, in Å:
1 Sc -0.01637 -0.64103 -0.04912  1.563
2 O 4.76769 -4.18992 4.73793  -0.577
3 C 3.97399 -3.63164 4.02988  0.187
4 S 3.84847 -1.87946 3.87031  0.331
5 C 2.51456 -1.82747 2.71014  -0.388
6 C 2.00065 -3.06468 2.31378  -0.408
7 S 0.72757 -3.35113 1.25998  -0.066
8 S 2.78265 -4.47894 3.02827  0.319
9 S 2.02176 -0.30793 2.19763  -0.091
10 O -2.83459 -0.80509 2.97815  -0.636
11 C -1.87991 -0.31872 2.40489  0.815
12 O -1.11433 -0.90691 1.55418  -0.841
13 C -1.46948 1.15070 2.69356  -0.830
14 P -0.51926 1.75600 1.23463  0.891
15 C 0.56418 3.03966 1.95950  -0.349
16 C 1.91575 3.01620 1.62690  -0.114
17 C 2.79763 3.92708 2.18861  -0.232
18 C 2.32519 4.87355 3.08404  -0.204
19 C 0.97639 4.91036 3.41361  -0.219
20 C 0.09735 3.99975 2.85279  -0.189
21 C -1.76049 2.76787 0.35580  -0.345
22 C -3.04982 2.27612 0.16015  -0.144
23 C -3.95850 3.00264 -0.59182  -0.208
24 C -3.58355 4.20778 -1.16669  -0.216
25 C -2.29292 4.68553 -1.00115  -0.209
26 C -1.38211 3.96550 -0.24702  -0.194
27 H -0.80188 1.14797 3.55892  0.266
28 H -2.34535 1.75628 2.92569  0.245
29 H 2.26633 2.26537 0.92819  0.217
30 H 3.84985 3.88920 1.93802  0.216
31 H 3.00407 5.58619 3.53438  0.208
32 H 0.61407 5.64929 4.11728  0.209
33 H -0.95389 4.03477 3.11076  0.216
34 H -3.33245 1.31757 0.58099  0.218
35 H -4.96066 2.62384 -0.74477  0.209
36 H -4.29486 4.76792 -1.75859  0.206
37 H -1.98784 5.61243 -1.46917  0.208
38 H -0.36750 4.32290 -0.12582  0.219
39 F -1.58252 -0.69568 -1.05900  -0.727
40 Sb -0.02539 -0.57145 -3.24689  2.665
41 F 0.62285 0.70640 -1.31204  -0.703
42 F -1.89573 -0.23018 -3.71674  -0.656
43 F 0.22768 1.21761 -3.87024  -0.636
44 F 0.03844 -1.27331 -5.04363  -0.692
45 F 1.98338 -0.60376 -3.40621  -0.706
46 C -2.82665 -3.42531 -0.61743  -1.127
47 Si -1.95991 -3.77443 -2.25570  1.527
48 C -1.29609 -5.55126 -2.40490  -1.123
49 C -2.90361 -3.20969 -3.78825  -1.136
50 Se 0.20787 -2.77964 -2.14037  -0.327
51 H -3.67757 -4.08377 -0.44153  0.237
52 H -3.17917 -2.39454 -0.59705  0.274
53 H -2.12661 -3.53180 0.21452  0.265
54 H -2.07853 -6.29671 -2.27226  0.238
55 H -0.53056 -5.71883 -1.64533  0.245
56 H -0.83264 -5.70723 -3.37866  0.241
57 H -3.75729 -3.86058 -3.98112  0.234
58 H -2.26366 -3.20234 -4.67028  0.259
59 H -3.26913 -2.19374 -3.64454  0.275
60 N 3.84406 -2.23793 -1.29383  -0.784
61 C 3.10464 -1.15093 -1.04863  0.732
62 O 2.00201 -1.26595 -0.51643  -0.710
63 C 3.67616 0.18524 -1.41221  -0.592
64 I 5.18145 0.73898 0.00970  0.092
65 H 3.42721 -3.13044 -1.07924  0.419
66 H 4.70577 -2.20473 -1.80672  0.404
67 H 2.89806 0.93882 -1.37884  0.279
68 H 4.14309 0.15763 -2.39095  0.253